(1)
Here is 7 unconnected molecules or ions with the total composition C4H25N2O6 from the OMol25 dataset. Energies are from ωB97M-V/def2-TZVPD.

Structure (XYZ):
```
37
C4H25N2O6 (ωB97M-V/def2-TZVPD)
N 0.4692 0.2845 -0.7445
C 1.1089 -0.3959 0.5122
C 1.6415 -1.8027 0.1659
C -0.1598 -0.7181 1.4272
N -0.4283 0.4810 2.1921
C -1.6504 0.3934 3.0396
H -0.3961 -0.0834 -1.1303
H 0.2602 1.2289 -0.3242
H 1.2919 0.4271 -1.3329
H 1.8333 0.3317 0.8578
H 2.6411 -1.9617 0.5485
H 1.7804 -2.0089 -0.9207
H 0.9344 -2.6172 0.4155
H -0.9096 -1.0835 0.6338
H 0.1461 -1.5407 2.0875
H -0.4613 1.3104 1.6282
H -1.3097 0.9856 3.8933
H -2.5668 0.4490 2.4861
H -1.7252 -0.6039 3.5041
H -2.1013 -3.5442 1.5134
H -0.9997 -4.4102 1.0780
O -1.3978 -3.5588 0.8489
H 2.9233 0.8725 -2.9520
H 2.0487 0.0108 -3.9508
O 2.0531 0.5129 -3.1210
H -1.3832 -2.5517 -0.4693
H -1.7563 -2.1421 -2.0117
O -1.6652 -1.8439 -1.1000
H 3.3615 2.4272 1.3399
H 2.1976 2.5906 0.4719
O 2.9417 1.9861 0.5841
H -1.7928 1.4086 -3.2781
H -2.8471 2.1340 -2.4726
O -1.9679 1.7246 -2.3754
H -0.4800 3.4311 0.4832
H -0.9565 2.9244 -0.9446
O -0.6627 2.6383 -0.0537
```

Values from the calculation:
Strongest force on any atom (hartree/bohr): 0.08122
Energy relative to the best compared isomer or geometry (same formula, charge and spin) (kcal per mole): 61.72
E_LUMO (eV): -2.6
Kohn-Sham gap (eV): 8.904
Total charge: +1
Calculated total energy (eV): -19812.411
HOMO (Ha): -0.422

---

(2)
Here is a molecular structure, C4H5NO from the OMol25 dataset. Energies are from ωB97M-V/def2-TZVPD.

Structure (XYZ):
```
11
C4H5NO (ωB97M-V/def2-TZVPD)
O 1.3455 -0.5297 1.7451
C 0.6298 -0.1112 0.8766
C -0.8550 -0.2997 0.6962
C -0.4449 -0.1791 -0.7597
N 0.0526 1.1054 -1.1211
C 1.0008 0.1835 -0.5110
H -1.1781 -1.2824 1.0449
H -1.5343 0.4801 1.0345
H -0.6140 -1.0590 -1.4605
H -0.2950 1.8117 -0.4731
H 1.9078 -0.0794 -1.0341
```

Values from the calculation:
Strongest force on any atom (hartree/bohr): 0.07288
Energy relative to the best compared isomer or geometry (same formula, charge and spin) (kcal per mole): 55.86
E_LUMO (eV): 1.0
Kohn-Sham gap (eV): 10.491
Calculated total energy (eV): -7764.104
HOMO (Ha): -0.350